{"formula": "C17H28BrMnN2O3P", "method": "the ωB97M-V functional and the def2-TZVPD basis", "species": ["O", "C", "Br", "C", "C", "N", "C", "H", "H", "H", "C", "H", "H", "H", "N", "H", "H", "H", "H", "H", "H", "H", "H", "C", "C", "C", "P", "H", "Mn", "C", "O", "H", "H", "H", "C", "H", "H", "C", "C", "H", "C", "H", "O", "C", "H", "H", "H", "C", "H", "C", "H", "H", "C"], "xyz": [[3.444, 0.158, 0.078], [1.052, -0.432, 0.435], [-1.699, 4.529, -0.874], [3.657, 1.486, -0.382], [-0.466, -4.456, -0.191], [-2.216, 1.540, 0.171], [-0.269, 0.143, 1.100], [2.912, 1.752, -1.145], [3.706, 2.222, 0.434], [-3.283, 0.427, -2.076], [0.023, 2.347, 0.055], [0.743, -3.317, -1.673], [-1.550, -4.415, -0.322], [0.218, 3.663, -3.176], [-0.592, 0.168, -1.148], [-0.311, 2.865, 0.966], [-3.830, -0.906, -1.056], [3.581, -2.636, 0.908], [2.897, -3.864, -0.232], [-0.975, 0.445, -2.044], [-4.883, 0.480, -1.197], [-3.109, 0.454, 2.183], [-0.988, 2.421, -2.918], [0.795, -0.156, -1.083], [-0.125, 3.364, -1.095], [-3.209, 0.717, 0.091], [1.168, -2.324, 0.504], [4.629, 1.528, -0.882], [1.219, -1.306, 3.094], [2.422, 0.044, 1.017], [1.557, -0.246, -1.996], [-4.172, -0.741, 1.387], [-4.674, 1.019, 1.597], [2.763, -0.711, 1.771], [0.049, 1.054, 3.620], [0.054, 1.152, 4.688], [1.092, 2.169, 0.201], [0.125, -3.117, -0.791], [-0.836, 1.055, -0.041], [-0.032, -5.328, -0.677], [-0.113, 0.680, 2.476], [-0.717, -2.506, -1.118], [-1.086, -1.030, 1.308], [-3.863, 0.303, 1.405], [0.718, 4.053, -0.992], [-0.301, -4.454, 0.890], [2.353, 0.998, 1.566], [2.905, -2.814, 0.072], [3.218, -2.203, -0.784], [-3.825, 0.191, -1.162], [-0.912, -1.395, 2.190], [0.782, 2.108, -2.625], [-0.046, 2.821, -2.528]], "s2": 8.762, "largest_force_ev_per_a": 4.02, "homo_energy_ev": [-13.754, -13.724], "total_charge": 2, "orbital_gap_ev": [4.3, 4.2], "multiplicity": 6}